Record 1
Here is an isolated molecule of C4H6N4O from the OMol25 dataset. Energies are from the ωB97M-V functional and the def2-TZVPD basis.

As for the HOMO energy: -9.09 eV. The frontier orbital gap comes out at 9.5981 eV. The net charge is 0. As for the SMILES: [H]/N=C/N(C)/C(C#N)=N/O. The value obtained for the relative energy (zero: lowest compared OMol25 entry of this formula, charge and spin) is 239.6 kJ/mol. The spin multiplicity is 1. The LUMO energy is 0.51 eV. For the molar mass, the calculation gives 126.12 g/mol.

Geometry as XYZ:
```
15
C4H6N4O the ωB97M-V functional and the def2-TZVPD basis
H -2.857 1.657 1.282
N -2.001 1.724 0.726
C -1.458 0.578 0.669
N -0.192 0.416 0.021
C 0.586 1.627 -0.226
C 0.383 -0.815 -0.240
C -0.291 -2.075 0.165
N -0.802 -3.074 0.426
N 1.527 -0.915 -0.821
O 1.878 -2.275 -0.880
H -1.855 -0.318 1.168
H 1.020 1.503 -1.239
H -0.040 2.513 -0.240
H 1.366 1.761 0.545
H 2.735 -2.308 -1.356
```

These are the natural (NBO) partial charges, in e, on atoms 1 to 6: atom 1 (H): 0.3555, atom 2 (N): -0.6705, atom 3 (C): 0.2804, atom 4 (N): -0.4215, atom 5 (C): -0.4245, atom 6 (C): 0.2827

Record 2
Here is a cluster of 2 separate species, C3H9NO3 in total from the OMol25 dataset. Energies are from the ωB97M-V functional and the def2-TZVPD basis.

As for the HOMO energy: -9.81 eV. The frontier orbital gap comes out at 10.3314 eV. The net charge is 0. As for the SMILES: CCNC(=O)O.O. The value obtained for the relative energy (zero: lowest compared OMol25 entry of this formula, charge and spin) is 186.7 kJ/mol. The spin multiplicity is 1. The LUMO energy is 0.52 eV. For the molar mass, the calculation gives 107.11 g/mol.

Geometry as XYZ:
```
16
C3H9NO3 the ωB97M-V functional and the def2-TZVPD basis
C -2.588 -0.105 1.652
C -1.667 -0.672 0.494
N -0.892 0.456 -0.157
C 0.238 0.931 0.450
O 0.398 0.718 1.722
O 1.191 1.590 -0.163
H -2.424 0.983 1.891
H -1.993 -0.387 2.600
H -3.556 -0.517 1.825
H -2.151 -1.063 -0.450
H -0.954 -1.267 1.053
H -1.043 0.682 -1.064
H 1.784 1.740 0.655
O 2.903 -2.193 -3.331
H 2.645 -3.047 -2.972
H 2.104 -2.171 -3.832
```

These are the natural (NBO) partial charges, in e, on atoms 1 to 6: atom 1 (C): -0.6636, atom 2 (C): -0.2138, atom 3 (N): -0.6198, atom 4 (C): 0.8621, atom 5 (O): -0.7368, atom 6 (O): -0.6615

Record 3
Here is a structure of composition C23H36BF4N5O2PS2W from the OMol25 dataset. Energies are from the ωB97M-V functional and the def2-TZVPD basis.

As for the HOMO energy (alpha / beta): -13.99 / -13.99 eV. The frontier orbital gap (alpha / beta) comes out at 7.1283 / 7.2737 eV. The net charge is +2. The value obtained for the relative energy (zero: lowest compared OMol25 entry of this formula, charge and spin) is 0.0 kJ/mol. The spin multiplicity is 2. The LUMO energy (alpha / beta) is -6.86 / -6.72 eV. For the molar mass, the calculation gives 780.33 g/mol.

Geometry as XYZ:
```
75
C23H36BF4N5O2PS2W the ωB97M-V functional and the def2-TZVPD basis
W -0.242 -0.044 -0.181
N -0.127 2.166 0.251
C -0.698 2.873 1.432
C -2.216 2.914 1.447
C -2.858 1.652 2.041
C -3.471 0.741 1.008
N -2.506 0.323 -0.062
H 0.878 2.355 0.261
H -0.476 2.595 -0.604
H -0.283 3.881 1.437
H -0.338 2.371 2.326
H -2.598 3.105 0.437
H -2.512 3.786 2.030
H -3.645 1.918 2.747
H -2.112 1.097 2.620
H -4.302 1.238 0.504
H -3.879 -0.159 1.464
H -2.543 1.010 -0.817
H -2.888 -0.513 -0.503
C 1.492 -3.810 -5.678
C 0.440 -3.458 -4.664
O 1.065 -2.619 -3.619
P 0.335 -1.381 -3.014
S 1.650 -0.600 -1.689
S -1.250 -1.797 -1.887
O -0.096 -0.440 -4.179
C 0.888 0.103 -5.137
C 1.088 1.570 -4.870
H 1.047 -4.443 -6.447
H 2.311 -4.358 -5.216
H 1.890 -2.920 -6.163
H 0.054 -4.334 -4.146
H -0.393 -2.910 -5.104
H 0.451 -0.086 -6.114
H 1.814 -0.467 -5.055
H 0.158 2.121 -4.999
H 1.813 1.967 -5.582
H 1.472 1.739 -3.864
F -3.088 2.391 -2.372
B -2.167 3.120 -2.990
F -0.670 0.999 -1.765
F -1.271 3.751 -2.246
F -2.169 3.235 -4.288
N -0.607 -3.990 1.451
C -1.706 -3.466 2.096
C -1.745 -2.159 1.750
N -0.682 -1.888 0.904
C -0.022 -3.022 0.746
H -0.288 -4.946 1.495
H -2.336 -4.058 2.736
H -2.426 -1.401 2.084
H 0.856 -3.155 0.137
C 4.124 2.939 1.796
C 3.115 2.795 2.743
C 2.129 1.839 2.573
C 2.124 1.036 1.432
C 3.157 1.141 0.515
C 4.151 2.099 0.697
N 1.064 0.022 1.303
C 1.254 -0.880 2.439
C 0.415 -0.806 3.535
C 0.672 -1.598 4.648
C 1.760 -2.456 4.656
C 2.604 -2.513 3.552
C 2.361 -1.716 2.443
H 4.896 3.683 1.934
H 3.106 3.415 3.629
H 1.392 1.691 3.350
H 3.238 0.465 -0.320
H 4.954 2.169 -0.024
H -0.425 -0.122 3.531
H 0.023 -1.534 5.512
H 1.964 -3.065 5.526
H 3.466 -3.167 3.561
H 3.033 -1.733 1.594
```

These are the natural (NBO) partial charges, in e, on atoms 1 to 6: atom 1 (W): 1.6927, atom 2 (N): -0.8114, atom 3 (C): -0.2181, atom 4 (C): -0.4361, atom 5 (C): -0.4118, atom 6 (C): -0.2154

Record 4
Here is a structure of composition C14H23EuN2OP from the OMol25 dataset. Energies are from the ωB97M-V functional and the def2-TZVPD basis.

As for the HOMO energy (alpha / beta): -5.76 / -5.85 eV. The frontier orbital gap (alpha / beta) comes out at 5.3139 / 5.3534 eV. The net charge is 0. The spin multiplicity is 8. The LUMO energy (alpha / beta) is -0.45 / -0.49 eV. For the molar mass, the calculation gives 418.29 g/mol.

Geometry as XYZ:
```
42
C14H23EuN2OP the ωB97M-V functional and the def2-TZVPD basis
C -2.757 0.210 -2.881
C -2.538 -1.034 -2.223
C -1.824 -1.090 -0.993
C -1.263 0.067 -0.508
C -1.460 1.291 -1.130
C -2.238 1.392 -2.301
C -1.728 -2.419 -0.273
C -0.298 -2.989 -0.144
N 0.767 -1.934 0.094
Eu -0.217 -0.568 1.808
C -0.825 2.528 -0.548
P 0.657 1.827 0.339
H -2.985 -1.959 -2.589
H -2.433 2.416 -2.712
H -3.361 0.267 -3.800
H -1.433 3.038 0.226
H -0.558 3.295 -1.295
H -2.207 -2.327 0.739
H -2.299 -3.170 -0.833
H -0.257 -3.747 0.665
C 1.372 3.362 1.090
C 1.664 2.051 -1.275
H -0.042 -3.512 -1.093
C 1.352 -1.478 -1.207
C 1.844 -2.531 0.928
H -0.292 1.594 2.078
H 1.809 -2.375 -1.676
H 0.565 -1.081 -1.869
H 2.124 -0.726 -0.980
H 2.370 -3.286 0.312
H 2.557 -1.742 1.220
H 1.408 -3.075 1.792
H 1.626 3.116 -1.537
H 2.721 1.809 -1.086
H 1.244 1.503 -2.135
H 1.447 4.164 0.341
H 0.712 3.664 1.917
H 2.379 3.078 1.442
H 1.556 0.592 4.096
O -0.302 0.065 6.378
C 0.268 -0.106 5.360
N 0.874 -0.182 4.259
```

These are the Löwdin partial charges, in e, on atoms 1 to 6: atom 1 (C): -0.0915, atom 2 (C): -0.0623, atom 3 (C): -0.3368, atom 4 (C): -0.2558, atom 5 (C): -0.3673, atom 6 (C): -0.0602

Record 5
Here is a structure of composition C3H6Se from the OMol25 dataset. Energies are from the ωB97M-V functional and the def2-TZVPD basis.

As for the HOMO energy: -8.69 eV. The frontier orbital gap comes out at 7.9922 eV. The net charge is 0. The value obtained for the relative energy (zero: lowest compared OMol25 entry of this formula, charge and spin) is 66.9 kJ/mol. The spin multiplicity is 1. The LUMO energy is -0.70 eV. For the molar mass, the calculation gives 121.04 g/mol.

Geometry as XYZ:
```
10
C3H6Se the ωB97M-V functional and the def2-TZVPD basis
C 0.472 -1.780 -0.316
C 0.529 -0.646 0.454
C -0.470 0.443 0.476
Se 0.089 2.264 -1.142
H 1.325 -2.512 -0.426
H -0.445 -1.833 -0.821
H 1.435 -0.347 0.940
H -1.417 0.144 0.161
H -0.472 1.051 1.369
H -1.047 3.215 -0.694
```

These are the natural (NBO) partial charges, in e, on atoms 1 to 6: atom 1 (C): -0.3405, atom 2 (C): -0.2544, atom 3 (C): -0.3266, atom 4 (Se): -0.1810, atom 5 (H): 0.2218, atom 6 (H): 0.1915

Record 6
Here is a structure of composition C3H4BF4LiN2 from the OMol25 dataset. Energies are from the ωB97M-V functional and the def2-TZVPD basis.

As for the HOMO energy: -9.78 eV. The frontier orbital gap comes out at 8.1067 eV. The net charge is 0. The spin multiplicity is 1. The LUMO energy is -1.67 eV. For the molar mass, the calculation gives 161.82 g/mol.

Geometry as XYZ:
```
15
C3H4BF4LiN2 the ωB97M-V functional and the def2-TZVPD basis
Li -0.800 -0.576 -1.243
N 1.489 1.697 -1.125
C 1.996 2.481 -0.117
C 2.011 1.522 0.902
C 1.094 0.345 0.785
N 0.618 0.703 -0.595
H 0.780 2.596 -1.996
H 2.503 3.194 -0.665
H 2.612 1.888 1.787
H 0.784 -0.494 1.165
F -3.983 -2.685 -0.158
B -2.606 -2.644 -0.005
F -1.870 -1.679 -0.567
F -2.135 -4.031 0.158
F -2.494 -2.318 1.674
```

These are the natural (NBO) partial charges, in e, on atoms 1 to 6: atom 1 (Li): 0.9605, atom 2 (N): -0.3032, atom 3 (C): -0.0569, atom 4 (C): -0.2836, atom 5 (C): 0.0423, atom 6 (N): -0.4692